(1)
A 7-piece molecular cluster, C15H31Cl12NO overall in a non-equilibrium geometry, computed with ωB97M-V with the def2-TZVPD basis set.

ORCA input file:
```
! wB97M-V def2-TZVPD RIJCOSX def2/J DEFGRID3
* xyz 0 1
Cl -6.4474 -0.6389 -1.0170
C -6.7193 1.0588 -0.5219
C -5.3460 1.4626 0.1304
Cl -5.5956 2.9875 1.1465
H -7.5548 1.0131 0.1766
H -6.9901 1.5858 -1.4368
H -4.6949 1.7211 -0.7047
H -4.7460 0.7340 0.6756
Cl -2.7541 -1.6536 -1.7464
C -1.2851 -2.4907 -2.3312
C -1.2968 -3.8659 -1.8244
Cl -0.9518 -3.8135 -0.0846
H -0.3981 -1.9510 -1.9995
H -1.3046 -2.3763 -3.4149
H -0.4257 -4.4370 -2.1455
H -2.2075 -4.4241 -2.0411
Cl 3.8546 -3.5893 2.6009
C 2.6934 -2.4415 1.7915
C 3.2629 -2.0137 0.4899
Cl 2.2628 -0.8453 -0.3976
H 2.4558 -1.5624 2.3906
H 1.8093 -3.0745 1.7142
H 3.5797 -2.7235 -0.2743
H 4.2048 -1.4690 0.5542
Cl 1.9427 2.9621 3.8853
C 2.5158 4.2729 2.8205
C 3.5403 3.6300 1.8402
Cl 2.5532 2.7309 0.6187
H 2.9197 5.0706 3.4439
H 1.6978 4.7801 2.3089
H 4.1950 3.0021 2.4445
H 4.2147 4.2972 1.3033
Cl -3.1221 -4.6861 4.4191
C -2.2420 -3.2673 3.9514
C -3.1283 -2.0312 4.0166
Cl -3.6593 -1.6954 5.6334
H -1.8618 -3.3714 2.9352
H -1.3981 -3.1714 4.6346
H -3.8988 -1.9876 3.2468
H -2.5178 -1.1734 3.7345
Cl -0.8754 -0.6552 1.6928
C -0.1649 1.0017 1.2593
C -0.2947 1.2959 -0.2242
Cl -1.9732 1.4465 -0.7076
H 0.8800 0.8819 1.5455
H -0.6164 1.8153 1.8270
H 0.1179 0.4821 -0.8204
H 0.2610 2.2005 -0.4715
C 4.4718 1.2697 -3.9971
O 5.1774 0.8278 -4.8975
N 3.1487 1.1494 -3.8946
C 2.4205 1.7644 -2.7933
C 2.3537 0.7247 -5.0093
H 4.8826 1.6147 -3.0356
H 1.7040 1.0130 -2.4614
H 1.7451 2.5989 -2.9818
H 3.0563 2.1793 -2.0111
H 2.9242 0.9143 -5.9186
H 2.2121 -0.3551 -5.0547
H 1.4131 1.2753 -5.0130
*
```

## Properties
Total energy: -6242.40614 a.u.
Largest force on an atom: 2.47 eV Å⁻¹
Relative energy (zero: lowest compared OMol25 entry of this formula, charge and spin): 1.469 eV
SMILES string: CN(C)C=O.ClCCCl.ClCCCl.ClCCCl.ClCCCl.ClCCCl.ClCCCl

(2)
C28H31CuN5O2S2 as an isolated structure, computed with ωB97M-V with the def2-TZVPD basis set.

ORCA input file:
```
! wB97M-V def2-TZVPD RIJCOSX def2/J DEFGRID3
* xyz 0 2
Cu 0.8060 0.4803 -0.8983
C -6.3030 -0.8864 -0.7196
C -4.8972 -1.1800 -0.2715
C -4.4556 -2.4891 -0.1183
C -3.1639 -2.7566 0.3144
C -2.3104 -1.7045 0.5936
C -2.7275 -0.3888 0.4445
C -4.0167 -0.1348 0.0133
S -0.6348 -2.0548 1.0820
O -0.4745 -3.4909 1.1323
O -0.3271 -1.3467 2.2907
N 0.2322 -1.3964 -0.1191
C 0.3222 -1.9885 -1.3352
C 0.0463 -3.3287 -1.6953
C 0.2271 -3.7197 -2.9997
C 0.6808 -2.8047 -3.9524
C 0.9374 -1.5221 -3.5298
N 0.7729 -1.1167 -2.2690
H -6.8762 -1.8045 -0.8366
H -6.3027 -0.3592 -1.6753
H -6.8084 -0.2499 0.0077
H -5.1287 -3.3089 -0.3378
H -2.8094 -3.7702 0.4482
H -2.0417 0.4180 0.6750
H -4.3504 0.8901 -0.1002
H -0.3002 -4.0184 -0.9444
H 0.0189 -4.7416 -3.2911
H 0.8246 -3.0865 -4.9851
H 1.2996 -0.7760 -4.2276
C 1.7896 2.1035 -3.3252
N 0.7379 2.1334 -2.3108
C -0.5862 2.0269 -2.9266
C 0.8352 3.3665 -1.5152
C 0.3152 3.1679 -0.1192
C -0.0996 4.2604 0.6360
C -0.4851 4.0876 1.9554
C -0.4448 2.8215 2.5186
C -0.0408 1.7282 1.7573
C 0.3319 1.8823 0.4266
H 1.7309 2.9776 -3.9870
H 1.6938 1.2041 -3.9302
H 2.7622 2.0836 -2.8380
H -0.7542 2.8370 -3.6487
H -1.3487 2.0791 -2.1492
H -0.6800 1.0691 -3.4386
H 0.3119 4.1883 -2.0219
H 1.8913 3.6410 -1.4490
H -0.1162 5.2495 0.1876
H -0.8097 4.9387 2.5416
H -0.7356 2.6760 3.5524
H -0.0168 0.7509 2.2138
N 3.3921 -2.1186 -0.5874
C 3.2033 -1.0299 0.2013
S 3.3897 0.4942 -0.4797
N 2.8849 -1.3134 1.4746
C 2.7827 -0.5269 2.6472
C 2.3116 -1.1954 3.7765
C 2.2309 -0.5498 4.9949
C 2.6204 0.7772 5.1057
C 3.0789 1.4448 3.9826
C 3.1652 0.8063 2.7536
H 3.4633 -1.9317 -1.5723
H 3.0075 -3.0135 -0.3207
H 2.6150 -2.2726 1.6391
H 1.9958 -2.2293 3.6886
H 1.8659 -1.0857 5.8610
H 2.5660 1.2833 6.0606
H 3.3802 2.4817 4.0553
H 3.5250 1.3423 1.8940
*
```

## Properties
Total energy: -3946.70775 a.u.
Largest force on an atom: 0.82 eV Å⁻¹
Relative energy (zero: lowest compared OMol25 entry of this formula, charge and spin): 0.000 eV

(3)
An isolated ion of composition C4H9N2 and charge +1 in a non-equilibrium geometry, computed with ωB97M-V with the def2-TZVPD basis set.

ORCA input file:
```
! wB97M-V def2-TZVPD RIJCOSX def2/J DEFGRID3
* xyz 1 1
C -0.6198 -1.1074 0.3373
C -1.6549 -0.2004 -0.4191
C -0.0692 1.4333 0.4317
C 0.3731 -0.0030 0.1114
N -0.5529 0.7493 -0.7470
N 1.7947 -0.1817 -0.2915
H -0.7216 -1.4095 1.4294
H -0.4108 -2.1155 -0.1112
H -2.0753 -0.6883 -1.3888
H -2.5268 0.1605 0.0723
H -0.7153 1.7152 1.2082
H 0.7078 2.1524 0.2261
H 1.9156 -0.1447 -1.2877
H 2.1282 -0.8983 0.2585
H 2.4273 0.5381 0.1704
*
```

## Properties
Total energy: -266.96463 a.u.
Largest force on an atom: 3.86 eV Å⁻¹
Relative energy (zero: lowest compared OMol25 entry of this formula, charge and spin): 3.664 eV
SMILES string: [NH3+][C@]12CCN1C2

(4)
C16H23BMnN6 as an isolated structure in a non-equilibrium geometry, computed with ωB97M-V with the def2-TZVPD basis set.

ORCA input file:
```
! wB97M-V def2-TZVPD RIJCOSX def2/J DEFGRID3
* xyz 2 6
C -2.0689 0.8065 2.0547
N -1.1874 1.0023 1.0476
N -1.3328 2.3234 0.6429
C -2.2470 2.9371 1.4154
C -2.7311 2.0159 2.3381
B -0.5337 2.8390 -0.5867
N 0.9723 2.5230 -0.3834
N 1.3973 1.2268 -0.1003
C 2.7494 1.2548 -0.0676
C 3.1869 2.5591 -0.3070
C 2.0453 3.3199 -0.5131
Mn 0.1951 -0.3347 0.1292
N -1.0170 1.9669 -1.7896
N -0.8603 0.5926 -1.7286
C -1.3700 0.0871 -2.8743
C -1.8136 1.1477 -3.6777
C -1.5780 2.3051 -2.9587
H -1.3829 -0.9778 -3.0674
H -1.7597 3.3442 -3.1579
H -2.2481 1.0740 -4.6549
H -0.7325 4.0013 -0.7823
H 1.9047 4.3680 -0.7422
H -2.4812 3.9740 1.2336
H 4.2114 2.8859 -0.3385
H -3.4658 2.1890 3.1000
H 3.3100 0.3493 0.1211
H -2.1750 -0.1586 2.5324
H 2.7175 -1.8985 -1.1413
C 2.6922 -2.0215 -0.0511
H 3.6533 -1.7170 0.3727
H 1.8477 -1.4229 0.4080
H 2.5584 -3.0884 0.1713
C -1.5239 -4.8734 2.1981
C -0.1876 -4.5566 1.5391
C 0.9520 -4.6913 2.5548
C 0.0422 -5.4949 0.3538
C -0.2627 -3.1946 1.0606
C -0.2829 -2.0312 0.6686
H -1.5421 -5.9010 2.5737
H -2.3354 -4.7551 1.4745
H -1.7109 -4.1931 3.0340
H 1.0231 -5.7225 2.9268
H 1.9178 -4.4178 2.1111
H 0.7810 -4.0284 3.4108
H -0.7799 -5.4030 -0.3640
H 0.9744 -5.2567 -0.1720
H 0.0900 -6.5390 0.6887
*
```

## Properties
Total energy: -2127.19910 a.u.
Largest force on an atom: 3.73 eV Å⁻¹

(5)
C30H55N6OPbSSbSi3 as an isolated structure in a non-equilibrium geometry, computed with ωB97M-V with the def2-TZVPD basis set.

ORCA input file:
```
! wB97M-V def2-TZVPD RIJCOSX def2/J DEFGRID3
* xyz -2 1
Pb -2.9415 1.9680 -0.9965
C 1.6846 3.7005 2.6650
C 0.3823 4.4374 2.7558
N -0.6961 3.6362 3.2043
C -1.6233 3.0228 2.3443
S -2.2779 4.0050 1.1069
N -1.8302 1.7553 2.6183
N -2.6003 0.9948 1.7680
C -2.7051 -0.2274 2.0880
C -2.1090 -0.8905 3.3181
C -3.3096 -1.1209 1.0448
C -3.2289 -2.5394 1.1313
C -3.6199 -3.3046 0.0265
C -4.0692 -2.6888 -1.1142
C -4.0370 -1.2956 -1.1527
N -3.7920 -0.5565 -0.0837
H 2.4108 4.4476 2.4367
H 1.6546 2.8853 1.9747
H 2.0285 3.3159 3.6441
H 0.0777 4.7705 1.7957
H 0.4182 5.2981 3.4421
H -0.3768 2.9093 3.8542
H -2.3851 -0.2807 4.2225
H -1.0538 -0.7527 3.3072
H -2.4399 -1.8674 3.3619
H -2.9730 -2.9831 2.0519
H -3.5780 -4.3985 0.1447
H -4.5141 -3.2787 -1.9440
H -4.4494 -0.7049 -2.0163
N 1.5840 -0.3542 -3.6895
C 1.2921 0.1020 -2.4687
O 1.9133 -0.1932 -1.3852
C 0.2114 1.2225 -2.3056
C -0.9998 0.7272 -1.4919
H 2.4118 -0.9815 -3.5520
H -2.3326 1.1786 -3.8430
H -0.0700 1.7294 -3.2484
H 0.7899 1.9616 -1.7051
H -0.5689 0.3079 -0.5746
H -1.3582 -0.1932 -2.0707
C 4.8748 2.3782 1.9490
Si 4.2743 1.1913 0.6075
C 5.8521 0.1802 0.3752
C 3.9998 2.1984 -0.9599
Sb 2.1770 -0.0018 1.3411
Si 3.0782 -0.9680 3.4655
C 2.5986 0.3467 4.6877
C 2.3042 -2.6737 3.9708
C 4.8632 -1.2784 3.9607
Si 2.3065 -1.9021 -0.5832
C 0.7970 -2.5930 -1.4151
C 3.8596 -2.1374 -1.5502
C 2.4274 -3.3842 0.6484
H 5.8002 2.9174 1.6414
H 5.0605 1.7657 2.9089
H 4.1496 3.0894 2.2666
H 6.6135 0.6913 -0.2401
H 5.6938 -0.7518 -0.2223
H 6.2413 -0.1031 1.3604
H 4.9363 2.7144 -1.2421
H 3.2662 2.9676 -0.7769
H 3.6612 1.5429 -1.7487
H 1.6804 0.8660 4.4164
H 3.3722 1.1015 4.7938
H 2.4168 -0.1512 5.6440
H 2.4016 -2.8136 5.0905
H 2.8966 -3.4259 3.4707
H 1.2754 -2.7703 3.6146
H 5.4077 -0.2835 4.1067
H 5.4960 -1.8537 3.2806
H 4.7575 -1.8305 4.9317
H 0.7197 -2.3671 -2.5218
H -0.1198 -2.1834 -0.9808
H 0.6463 -3.6645 -1.4027
H 3.6010 -2.9673 -2.2556
H 4.7214 -2.4649 -0.9573
H 4.1750 -1.3007 -2.1242
H 1.4828 -3.3096 1.2535
H 3.2871 -3.3861 1.3192
H 2.3879 -4.3763 0.0896
C -5.8882 2.6687 -3.2861
C -5.6495 1.2030 -3.6166
C -6.7199 0.3128 -3.7222
C -6.5690 -0.9758 -4.2048
C -5.2913 -1.4185 -4.5061
C -4.2092 -0.5815 -4.4243
C -2.8067 -0.9739 -4.7863
C -4.3521 0.7688 -3.8938
N -3.3018 1.5331 -3.6354
H -6.8663 2.8796 -3.6908
H -5.1224 3.3615 -3.6825
H -5.9432 2.9536 -2.1811
H -7.6768 0.6843 -3.5524
H -7.4639 -1.5577 -4.1868
H -5.1214 -2.4432 -4.8216
H -2.8419 -1.9546 -5.3197
H -2.1088 -1.0266 -3.8994
H -2.4276 -0.2068 -5.4683
*
```

## Properties
Total energy: -3279.71572 a.u.
Largest force on an atom: 3.99 eV Å⁻¹
Relative energy (zero: lowest compared OMol25 entry of this formula, charge and spin): 0.000 eV

(6)
One molecule with the formula C4H9NO2, computed with ωB97M-V with the def2-TZVPD basis set.

ORCA input file:
```
! wB97M-V def2-TZVPD RIJCOSX def2/J DEFGRID3
* xyz 0 1
N 0.6188 1.2071 1.3356
C 0.7725 1.6607 0.0485
O 1.7096 2.3483 -0.3074
C -0.2302 1.0438 -0.9046
C 0.1361 -0.4865 -0.9091
C -0.6973 -1.4574 -0.0450
O -0.2447 -1.5428 1.3072
H 1.4707 0.9087 1.7863
H -0.1650 0.6021 1.5299
H -1.2676 1.1917 -0.5760
H -0.1423 1.5630 -1.8709
H 0.0766 -0.8585 -1.9334
H 1.1844 -0.6291 -0.6056
H -1.7543 -1.1579 -0.0584
H -0.6274 -2.4564 -0.4993
H -0.7553 -2.2479 1.7325
*
```

## Properties
Total energy: -363.04800 a.u.
Largest force on an atom: 0.62 eV Å⁻¹
Relative energy (zero: lowest compared OMol25 entry of this formula, charge and spin): 1.021 eV
SMILES string: NC(=O)CCCO

What did the second record say?
C28H31CuN5O2S2 as an isolated structure, computed with ωB97M-V with the def2-TZVPD basis set.

ORCA input file:
```
! wB97M-V def2-TZVPD RIJCOSX def2/J DEFGRID3
* xyz 0 2
Cu 0.8060 0.4803 -0.8983
C -6.3030 -0.8864 -0.7196
C -4.8972 -1.1800 -0.2715
C -4.4556 -2.4891 -0.1183
C -3.1639 -2.7566 0.3144
C -2.3104 -1.7045 0.5936
C -2.7275 -0.3888 0.4445
C -4.0167 -0.1348 0.0133
S -0.6348 -2.0548 1.0820
O -0.4745 -3.4909 1.1323
O -0.3271 -1.3467 2.2907
N 0.2322 -1.3964 -0.1191
C 0.3222 -1.9885 -1.3352
C 0.0463 -3.3287 -1.6953
C 0.2271 -3.7197 -2.9997
C 0.6808 -2.8047 -3.9524
C 0.9374 -1.5221 -3.5298
N 0.7729 -1.1167 -2.2690
H -6.8762 -1.8045 -0.8366
H -6.3027 -0.3592 -1.6753
H -6.8084 -0.2499 0.0077
H -5.1287 -3.3089 -0.3378
H -2.8094 -3.7702 0.4482
H -2.0417 0.4180 0.6750
H -4.3504 0.8901 -0.1002
H -0.3002 -4.0184 -0.9444
H 0.0189 -4.7416 -3.2911
H 0.8246 -3.0865 -4.9851
H 1.2996 -0.7760 -4.2276
C 1.7896 2.1035 -3.3252
N 0.7379 2.1334 -2.3108
C -0.5862 2.0269 -2.9266
C 0.8352 3.3665 -1.5152
C 0.3152 3.1679 -0.1192
C -0.0996 4.2604 0.6360
C -0.4851 4.0876 1.9554
C -0.4448 2.8215 2.5186
C -0.0408 1.7282 1.7573
C 0.3319 1.8823 0.4266
H 1.7309 2.9776 -3.9870
H 1.6938 1.2041 -3.9302
H 2.7622 2.0836 -2.8380
H -0.7542 2.8370 -3.6487
H -1.3487 2.0791 -2.1492
H -0.6800 1.0691 -3.4386
H 0.3119 4.1883 -2.0219
H 1.8913 3.6410 -1.4490
H -0.1162 5.2495 0.1876
H -0.8097 4.9387 2.5416
H -0.7356 2.6760 3.5524
H -0.0168 0.7509 2.2138
N 3.3921 -2.1186 -0.5874
C 3.2033 -1.0299 0.2013
S 3.3897 0.4942 -0.4797
N 2.8849 -1.3134 1.4746
C 2.7827 -0.5269 2.6472
C 2.3116 -1.1954 3.7765
C 2.2309 -0.5498 4.9949
C 2.6204 0.7772 5.1057
C 3.0789 1.4448 3.9826
C 3.1652 0.8063 2.7536
H 3.4633 -1.9317 -1.5723
H 3.0075 -3.0135 -0.3207
H 2.6150 -2.2726 1.6391
H 1.9958 -2.2293 3.6886
H 1.8659 -1.0857 5.8610
H 2.5660 1.2833 6.0606
H 3.3802 2.4817 4.0553
H 3.5250 1.3423 1.8940
*
```

## Properties
Total energy: -3946.70775 a.u.
Largest force on an atom: 0.82 eV Å⁻¹
Relative energy (zero: lowest compared OMol25 entry of this formula, charge and spin): 0.000 eV